(1)
Here is C8H6NO3S2 as an isolated structure from the Open Molecules 2025 dataset. Energies are from the ωB97M-V functional and the def2-TZVPD basis.

Calculated values
ΔE to the lowest compared entry with this formula, charge and spin ... 0.0 kcal per mole
Lowest unoccupied orbital energy ... 3.17 eV
Orbital gap ... 7.9 eV
Total energy ... -37696.4153 eV
Highest occupied orbital energy ... -0.174 Ha

```
! RIJCOSX wB97M-V def2-TZVPD def2/J DEFGRID3
* xyz -1 1
N 0.9389 -1.4843 -0.3629
C 1.7817 0.1455 1.3974
H 0.4273 -3.3977 -1.4208
C 1.2959 0.9894 2.3598
C -1.0841 -0.5118 -0.6681
C -0.3856 0.1953 0.3138
H 2.7765 -0.1997 1.3910
O -1.2658 1.5730 -2.1425
H -1.7300 1.7316 1.0920
S -0.6727 0.2797 -2.3738
H -2.0865 -0.3459 -0.8960
H -0.3281 2.3108 2.9717
C -0.8568 1.1303 1.3099
C -0.1777 -1.5258 -1.0561
H 1.7860 1.1109 3.2725
C 0.8930 -0.3674 0.4950
O 0.7373 0.3716 -2.7370
C 0.0016 1.4956 2.2919
O -1.4593 -0.6386 -3.1663
S -0.5915 -2.8625 -2.0716
*
```

Atomic partial charges in e from the Löwdin method, atoms 1 to 6: 0.09, -0.03, -0.12, -0.11, -0.25, -0.17

***

(2)
Here is a 28-piece molecular cluster, C8H73BN2O32P overall from the Open Molecules 2025 dataset. Energies are from the ωB97M-V functional and the def2-TZVPD basis.

Calculated values
Lowest unoccupied orbital energy ... 1.66 eV
Orbital gap ... 7.0 eV
Total energy ... -87945.7853 eV
Highest occupied orbital energy ... -0.197 Ha

```
! RIJCOSX wB97M-V def2-TZVPD def2/J DEFGRID3
* xyz -1 1
O -5.7883 4.5601 2.2748
H 1.9168 -0.1477 2.7817
O 1.8646 -8.2460 -2.7411
H -2.7631 -4.7390 0.0481
H 1.6536 -3.9707 -1.5363
O -3.9681 2.5770 4.8144
H 4.6947 -1.1108 0.0641
H -1.2028 -1.7638 2.2250
O 1.1140 1.6178 3.9567
H 2.4718 -7.5381 -3.0040
H -6.3175 -2.3025 0.4369
H 3.8068 -2.9800 -2.1186
H -2.8197 -6.2931 -3.0874
O -3.0194 0.1474 -4.2251
C -1.8835 3.6876 0.9384
O -2.4919 8.7710 -4.7139
H -6.3373 4.3702 3.0504
C 3.2340 -2.3060 -1.3400
H 2.6369 -1.7235 5.3305
P 0.9366 0.0568 0.8797
H -5.8835 3.7702 1.7215
O 0.6675 -2.0161 -1.2992
O -2.3394 -6.6613 -2.3305
H 3.2363 -1.6642 3.9273
H 1.0438 4.9374 0.3183
H 5.8005 -1.7939 2.7677
C -2.7170 2.4323 1.6632
O 0.0877 -4.3355 -5.8725
H 8.2956 -1.7811 1.0800
H -4.1826 -2.8832 0.7292
O 9.0202 -1.8398 0.4394
H -0.6826 9.3232 -2.3989
H -6.4517 1.7342 1.0405
H 5.0625 -3.0388 -0.1506
H 0.0661 -4.1925 -6.8307
C 1.7485 -2.9461 -0.9373
H -0.2610 0.8348 -3.8114
O 1.9177 -5.4583 0.8455
H 8.7751 -1.2048 -0.2503
H 3.0958 -1.1847 -1.7029
O 1.1081 -1.7117 -5.3576
O -1.6878 1.5624 2.2521
H -3.0049 9.5734 -4.8930
H 1.9545 -8.9052 -3.4456
C -1.5526 0.2855 -0.7005
H 0.5951 -0.9093 -5.5366
H 0.6013 -6.1233 -2.9795
H -3.4225 1.9086 0.8851
H -0.6536 1.7849 -4.9406
H 0.6140 7.2811 -3.1284
O -2.2823 -4.1498 -0.5525
O -3.3883 7.1442 -0.9080
H -3.7917 0.6652 3.5406
O -1.0755 5.8398 -0.5083
C -0.4721 -2.1005 -0.3723
O -2.9957 0.1720 -1.0164
H 10.9371 -1.7405 3.5259
H -0.3721 -2.9981 0.3985
O -3.1595 -0.1099 3.4612
H -3.9373 6.9544 -0.1324
O 3.1177 -1.1343 4.7298
H -1.2622 6.7620 -0.2764
H -1.4354 -2.3145 -1.0080
H 0.9877 -1.8593 -4.4075
H -2.6198 4.4837 0.4653
C -0.7762 -0.6656 0.4336
O -0.7473 10.2849 -2.2996
C 4.2473 -2.2037 -0.0158
H 0.7316 -5.0987 -4.1042
O -4.1609 -3.0262 1.6873
H 1.4180 2.5282 4.0895
H -1.2713 5.7925 -1.4561
H 3.6788 -2.3919 1.0031
O 0.2456 7.2149 -2.2346
H 0.7664 1.4223 1.3846
H -5.8523 1.7935 -0.3627
H -0.3792 10.6310 -3.1264
H -1.1098 3.2541 0.1605
O 1.8103 5.3255 -0.1298
H 3.1165 -4.2196 2.1884
O 6.3679 -1.7674 1.9826
H -3.9511 2.0881 5.6508
N -1.6508 -1.0365 1.6081
O 3.2117 -3.4298 2.7416
N 1.7661 -0.8236 1.9811
H 1.6660 0.2146 -0.3816
O -7.0030 -1.8366 -0.0650
H 6.5764 -2.6983 1.8129
H -3.0024 -0.3415 -3.3887
H 0.1589 1.6647 4.1131
H 0.7371 -3.6905 -5.5541
H -2.6123 8.6234 -3.7638
H -3.4835 6.3544 -1.4613
O -5.9710 2.3234 0.4399
H 2.0363 -5.9882 0.0430
H 2.6627 -3.6196 3.5172
H 0.9312 6.7490 -1.7327
H -6.6346 -1.7704 -0.9588
H -2.9500 -7.3177 -1.9627
H -2.0873 0.3476 -4.3983
B -2.1400 0.1660 2.3919
H 10.2661 -2.2425 2.2493
H 1.4369 -6.0475 1.4462
O -0.8014 1.1619 -1.3727
H 1.3687 -0.1566 6.1827
O 1.2119 -5.4669 -3.3473
H -3.5116 -2.3812 2.0057
H -1.2301 4.2424 1.7662
O 1.1936 -0.5099 7.0679
H -3.0359 2.7772 4.6412
O 10.2877 -2.3855 3.2075
H 1.7964 -3.1572 0.2138
H -3.4288 2.9514 2.4557
O -0.1406 0.9825 -4.7615
H 2.5369 4.7207 0.0829
H 1.0285 0.2787 7.6063
H -2.1637 -4.6797 -1.3550
*
```

Atomic partial charges in e from the Löwdin method, atoms 1 to 6: -0.08, -0.06, -0.07, 0.05, 0.10, -0.06

***

(3)
Here is C8H7BCl20INO4 as an isolated structure from the Open Molecules 2025 dataset. Energies are from the ωB97M-V functional and the def2-TZVPD basis.

Calculated values
ΔE to the lowest compared entry with this formula, charge and spin ... 40.3 kcal per mole
Lowest unoccupied orbital energy ... -1.44 eV
Orbital gap ... 7.9 eV
Total energy ... -277314.0155 eV
Highest occupied orbital energy ... -0.342 Ha

```
! RIJCOSX wB97M-V def2-TZVPD def2/J DEFGRID3
* xyz 0 1
H 0.8524 2.8840 3.1067
Cl 0.8492 -0.2135 0.6164
Cl 4.0045 -2.5994 -7.6089
Cl -1.5794 -1.7128 0.0982
B -2.2258 2.2120 2.4438
Cl 0.0173 -8.6438 -2.5579
Cl 2.3655 -9.8157 -1.3247
C 4.3355 -5.2517 -1.9135
Cl -2.3335 6.4447 -0.2856
Cl 0.3927 -2.7425 1.9599
H -2.0086 4.8705 1.2252
O -5.7797 3.0157 2.9547
Cl -0.2787 -10.5032 -0.3520
O -4.3195 3.4638 1.2576
H -0.5105 2.0185 4.0938
C 0.7246 -9.2035 -1.0284
H -0.6792 5.2922 2.4044
O -2.0233 0.9198 1.8226
I -5.6131 3.0568 4.9693
N -1.1132 3.1880 2.3062
Cl 4.3979 -0.4012 -5.7584
O -3.4637 2.4226 3.1840
Cl 0.9683 -2.6924 -0.8821
H -0.3461 3.8620 4.2090
Cl 2.2029 -2.2546 -5.3623
C 0.1578 -1.8395 0.4482
Cl -2.0718 8.3115 -2.4905
C -0.2176 2.9578 3.5125
Cl 4.9356 -3.1230 -4.9115
Cl 2.9971 -4.4413 -2.7488
Cl 0.2968 7.1661 -1.2702
Cl 4.4558 -4.6315 -0.2541
C -1.3496 7.7578 -0.9654
C -1.5845 4.5982 2.2426
H -2.3446 4.8828 3.0539
Cl 5.8681 -4.9442 -2.7715
H -2.8977 0.5150 1.6335
C 3.8859 -2.0950 -5.9098
C -4.4695 2.9811 2.3864
Cl 0.7963 -7.8512 0.1204
Cl -1.2894 9.1088 0.1860
Cl 4.0262 -6.9991 -1.8720
*
```

Atomic partial charges in e from the Löwdin method, atoms 1 to 6: 0.10, 0.54, 0.52, 0.54, -0.59, 0.52

***

(4)
Here is C8H7BO2 in the gas phase from the Open Molecules 2025 dataset. Energies are from the ωB97M-V functional and the def2-TZVPD basis.

Calculated values
ΔE to the lowest compared entry with this formula, charge and spin ... 0.0 kcal per mole
Lowest unoccupied orbital energy ... 0.63 eV
Orbital gap ... 9.1 eV
Total energy ... -13181.8467 eV
Highest occupied orbital energy ... -0.309 Ha
Structure (SMILES) ... OBc1cccc2ccoc12

```
! RIJCOSX wB97M-V def2-TZVPD def2/J DEFGRID3
* xyz 0 1
C 2.4931 0.1104 0.3758
H 3.4137 -0.2007 0.8258
H 1.3411 -2.0284 2.0491
C 0.6863 -1.4510 1.4139
C 1.1929 -0.4332 0.6098
C -0.6701 -1.6920 1.3695
H -2.5680 -1.1692 0.5466
B -2.0371 0.9015 -1.1847
H 3.0207 1.7679 -0.9904
O 1.0258 1.2381 -0.9005
H -2.1452 2.3664 -2.5006
C -1.5117 -0.9442 0.5482
C -1.0578 0.0846 -0.2757
C 0.3226 0.3118 -0.2146
H -1.0935 -2.4749 1.9817
C 2.3180 1.0986 -0.5317
H -3.1921 0.6411 -1.1729
O -1.5387 1.8733 -1.9493
*
```

Atomic partial charges in e from the Löwdin method, atoms 1 to 6: 0.00, 0.11, 0.11, -0.02, -0.17, -0.09

***

> What is the formula in the third record?

C8H7BCl20INO4

***

> What is the formula in the first record?

C8H6NO3S2

***

Repeat the fourth record exactly.
Here is C8H7BO2 in the gas phase from the Open Molecules 2025 dataset. Energies are from the ωB97M-V functional and the def2-TZVPD basis.

Calculated values
ΔE to the lowest compared entry with this formula, charge and spin ... 0.0 kcal per mole
Lowest unoccupied orbital energy ... 0.63 eV
Orbital gap ... 9.1 eV
Total energy ... -13181.8467 eV
Highest occupied orbital energy ... -0.309 Ha
Structure (SMILES) ... OBc1cccc2ccoc12

```
! RIJCOSX wB97M-V def2-TZVPD def2/J DEFGRID3
* xyz 0 1
C 2.4931 0.1104 0.3758
H 3.4137 -0.2007 0.8258
H 1.3411 -2.0284 2.0491
C 0.6863 -1.4510 1.4139
C 1.1929 -0.4332 0.6098
C -0.6701 -1.6920 1.3695
H -2.5680 -1.1692 0.5466
B -2.0371 0.9015 -1.1847
H 3.0207 1.7679 -0.9904
O 1.0258 1.2381 -0.9005
H -2.1452 2.3664 -2.5006
C -1.5117 -0.9442 0.5482
C -1.0578 0.0846 -0.2757
C 0.3226 0.3118 -0.2146
H -1.0935 -2.4749 1.9817
C 2.3180 1.0986 -0.5317
H -3.1921 0.6411 -1.1729
O -1.5387 1.8733 -1.9493
*
```

Atomic partial charges in e from the Löwdin method, atoms 1 to 6: 0.00, 0.11, 0.11, -0.02, -0.17, -0.09